[1]
# C4H5NO

2 unconnected molecules or ions with the total composition C4H5NO at a distorted geometry (ωB97M-V with the def2-TZVPD basis set, the Open Molecules 2025 dataset).

Structure (XYZ):
```
11
C4H5NO, DFT ωB97M-V with the def2-TZVPD basis set
C 1.9962 -0.0944 0.5667
O -0.5245 -1.6640 -0.3715
H 2.2540 -0.5641 1.4660
C -1.9201 0.3633 0.2505
H -2.3681 0.7216 -0.6841
N 1.1220 0.8780 -0.0124
C -0.8400 -0.5052 -0.2369
H 2.4174 -0.2831 -1.6970
H -1.5427 1.1600 0.7740
H -2.8281 -0.0649 0.6406
C 2.2341 0.0527 -0.6959
```

Results
* total charge: 0
* max |F|: 3.580 eV/A
* lowest unoccupied orbital energy (alpha / beta): 0.801 / 0.835 eV
* energy relative to the best compared isomer or geometry (same formula, charge and spin): 147.4 kcal/mol

***

[2]
# C4H5NO

A single C4H5NO molecule (ωB97M-V with the def2-TZVPD basis set, the Open Molecules 2025 dataset).

Structure (XYZ):
```
11
C4H5NO, DFT ωB97M-V with the def2-TZVPD basis set
H -2.2849 1.0475 -0.1430
N -0.1357 1.1616 -0.0018
H -0.0071 2.1616 -0.0398
C -1.3569 0.5035 -0.0430
C -1.1072 -0.8371 0.0680
C 0.3001 -1.0109 0.2004
O 2.1650 0.5710 -0.0620
H -1.8268 -1.6428 0.0369
H 2.5374 -0.2519 -0.4056
C 0.8604 0.2317 0.0896
H 0.8558 -1.9343 0.3003
```

Results
* total charge: 0
* SMILES: Oc1ccc[nH]1
* max |F|: 0.680 eV/A
* lowest unoccupied orbital energy: 0.867 eV
* energy relative to the best compared isomer or geometry (same formula, charge and spin): 10.4 kcal/mol

***

[3]
# C4H5NO

A single C4H5NO molecule at a distorted geometry (ωB97M-V with the def2-TZVPD basis set, the Open Molecules 2025 dataset).

Structure (XYZ):
```
11
C4H5NO, DFT ωB97M-V with the def2-TZVPD basis set
C -1.1486 -0.7475 0.3099
O 0.1589 -1.2971 0.1636
H 3.0859 -0.1641 0.4584
C 0.1914 0.8993 -0.5670
C 1.0116 -0.2465 -0.1352
H 0.7000 1.7811 -0.9369
H -1.8863 -1.3588 -0.2201
H -1.3780 -0.7692 1.3812
C -1.0619 0.6631 -0.2207
N 2.2230 -0.1212 0.0048
H -1.8836 1.3659 -0.2367
```

Results
* total charge: 0
* SMILES: [H]/N=C1/C=CCO1
* max |F|: 1.347 eV/A
* lowest unoccupied orbital energy: 1.047 eV
* energy relative to the best compared isomer or geometry (same formula, charge and spin): 42.9 kcal/mol

***

[4]
# C4H5NO

A single C4H5NO molecule (ωB97M-V with the def2-TZVPD basis set, the Open Molecules 2025 dataset).

Structure (XYZ):
```
11
C4H5NO, DFT ωB97M-V with the def2-TZVPD basis set
C 0.8297 0.6914 -0.3741
C -0.2607 -0.1840 -0.0434
C 1.9159 0.0019 0.0322
N 0.2017 -1.3163 0.4284
H 0.9372 1.5487 -1.0137
C -1.7492 0.0149 0.0555
H 2.9564 0.2857 0.0967
O 1.5722 -1.2052 0.4795
H -1.9809 0.6030 0.9531
H -2.2234 -0.9626 0.1861
H -2.1990 0.5223 -0.8004
```

Results
* total charge: 0
* SMILES: Cc1ccon1
* max |F|: 0.851 eV/A
* lowest unoccupied orbital energy: 1.054 eV
* energy relative to the best compared isomer or geometry (same formula, charge and spin): 36.2 kcal/mol

***

[5]
# C4H5NO2

A single C4H5NO2 molecule (ωB97M-V with the def2-TZVPD basis set, the Open Molecules 2025 dataset).

Structure (XYZ):
```
12
C4H5NO2, DFT ωB97M-V with the def2-TZVPD basis set
O -2.2243 0.1667 0.6845
N -0.3001 -1.6847 -0.3662
C 0.0402 -0.3373 -0.1696
O -0.6085 1.7522 1.0537
C 0.9370 0.6397 -0.8998
H -1.2524 -1.7285 -0.7214
H 1.8183 0.2689 -1.4295
H 0.5125 1.5631 -1.2877
C 0.9554 0.3782 0.5481
H -0.2925 -2.1861 0.5168
C -1.1614 0.7171 0.6399
H 1.5756 0.4507 1.4312
```

Results
* total charge: 0
* max |F|: 0.639 eV/A
* lowest unoccupied orbital energy: -0.743 eV
* energy relative to the best compared isomer or geometry (same formula, charge and spin): 97.1 kcal/mol

***

[6]
# C4H5NO2

A single C4H5NO2 molecule at a distorted geometry (ωB97M-V with the def2-TZVPD basis set, the Open Molecules 2025 dataset).

Structure (XYZ):
```
12
C4H5NO2, DFT ωB97M-V with the def2-TZVPD basis set
O -1.3777 2.3719 1.5289
H -0.8610 -0.4541 -1.6502
C 0.1555 -0.3615 -1.2934
N 0.5140 -0.1841 0.0760
C -0.6117 1.7720 0.8268
H -0.1455 2.2161 -0.0814
H 1.5610 -1.9646 -0.5569
H -0.0963 -2.2145 0.1554
H 0.7891 0.2332 -1.9655
C 0.5946 -1.5247 -0.3598
O -0.3387 -0.2231 2.1903
C -0.1835 0.3334 1.1300
```

Results
* total charge: 0
* SMILES: O=CC(=O)N1CC1
* max |F|: 1.027 eV/A
* lowest unoccupied orbital energy: -0.200 eV
* energy relative to the best compared isomer or geometry (same formula, charge and spin): 55.6 kcal/mol